Density functional theory data (the ωB97M-V functional and the def2-TZVPD basis) for a single C6H8O2 molecule.

## Properties
* SMILES string: C=C(C)OC(=C)C=O
* LUMO: 0.15 eV
* relative energy (zero: lowest compared OMol25 entry of this formula, charge and spin): 212.5 kJ/mol
* 2S+1: 1
* orbital gap: 9.66 eV

Geometry (Å):
C -0.836 0.424 1.415
C -0.452 0.895 0.236
C -1.099 2.029 -0.495
O 0.729 0.492 -0.474
C 0.914 -0.859 -0.426
C 0.628 -1.620 -1.488
C 1.464 -1.470 0.810
O 1.411 -2.641 1.068
H -1.661 0.882 1.932
H -0.453 -0.473 1.848
H -1.536 1.668 -1.420
H -0.352 2.785 -0.738
H -1.864 2.492 0.127
H 0.877 -2.668 -1.463
H 0.287 -1.200 -2.420
H 1.944 -0.736 1.489

***

Density functional theory data (the ωB97M-V functional and the def2-TZVPD basis) for 2 unconnected molecules or ions with the total composition C4H9NO.

## Properties
* SMILES string: C=CO.C=NC
* LUMO: 0.63 eV
* relative energy (zero: lowest compared OMol25 entry of this formula, charge and spin): 366.7 kJ/mol
* 2S+1: 1
* orbital gap: 9.76 eV

Geometry (Å):
C 2.315 -2.555 -0.653
C 2.264 -1.230 -0.531
O 2.435 -0.662 0.718
H 2.084 -2.975 -1.627
H 2.757 -3.174 0.117
H 2.270 -0.623 -1.430
H 2.060 0.207 0.586
C -1.782 1.095 1.153
N -2.722 1.086 0.312
C -2.636 1.976 -0.819
H -1.973 0.967 2.232
H -0.721 1.140 0.839
H -1.893 2.763 -0.691
H -2.497 1.514 -1.811
H -3.585 2.505 -0.965

***

Density functional theory data (the ωB97M-V functional and the def2-TZVPD basis) for a molecular structure, C42H41CuN5O7SSi.

## Properties
* LUMO (spin up / spin down): -0.28 / -1.30 eV
* relative energy (zero: lowest compared OMol25 entry of this formula, charge and spin): 0.0 kJ/mol
* 2S+1: 2
* orbital gap (spin up / spin down): 7.20 / 6.14 eV

Geometry (Å):
Cu 11.299 11.344 16.048
C 10.671 11.897 20.665
Si 11.554 12.031 19.051
C 11.115 13.546 18.078
C 14.315 12.783 19.596
N 10.991 10.825 17.831
C 11.074 9.441 17.859
C 11.766 8.678 18.850
C 11.568 7.345 19.053
C 10.539 6.633 18.404
C 9.888 7.269 17.384
C 10.202 8.586 17.050
O 9.479 9.204 16.056
C 9.201 8.563 14.866
C 7.847 8.375 14.526
C 7.553 7.910 13.233
C 8.625 7.487 12.393
C 9.953 7.570 12.856
C 10.233 8.055 14.121
H 11.349 11.939 21.567
H 10.098 10.869 20.646
H 9.991 12.716 20.799
H 11.976 13.916 17.438
H 10.852 14.387 18.694
H 10.262 13.456 17.395
H 15.070 12.180 20.139
H 13.951 13.685 20.087
H 14.772 13.068 18.593
H 12.647 9.192 19.347
H 12.353 6.859 19.612
H 10.276 5.659 18.704
H 9.224 6.749 16.812
H 7.030 8.515 15.235
H 6.503 7.734 13.065
H 8.426 7.087 11.386
H 10.777 7.201 12.241
H 11.218 8.085 14.564
O 13.225 8.538 15.454
C 13.731 9.675 15.454
N 13.031 10.835 15.215
S 14.011 12.153 14.921
O 13.228 11.860 19.288
O 13.820 12.673 13.555
C 15.461 11.208 15.308
C 16.779 11.642 15.095
C 17.758 10.675 15.337
C 17.518 9.347 15.696
C 16.185 8.941 15.820
C 15.171 9.889 15.567
H 17.039 12.691 14.965
H 18.796 11.052 15.150
H 18.284 8.606 16.029
H 16.138 7.848 15.978
N 6.826 14.883 12.043
C 7.587 13.773 11.638
O 7.643 13.411 10.502
C 8.500 13.134 12.690
C 8.085 13.044 14.038
C 8.923 12.524 14.967
N 10.154 11.998 14.694
C 10.582 12.049 13.393
C 9.712 12.505 12.351
H 6.616 15.532 11.243
H 7.211 15.475 12.801
H 7.069 13.482 14.315
H 8.652 12.640 15.997
H 11.510 11.590 13.132
H 10.046 12.599 11.327
C 8.601 8.902 5.561
O 9.171 10.062 6.273
C 8.658 11.306 6.249
C 7.338 11.436 5.772
C 6.658 12.656 5.904
C 7.312 13.725 6.507
C 8.578 13.568 7.002
C 9.277 12.403 6.873
N 10.586 12.319 7.409
C 11.394 11.288 7.234
C 12.285 10.967 8.327
C 12.985 9.791 8.296
C 13.609 9.396 9.417
C 13.682 10.177 10.581
C 13.080 11.471 10.561
C 12.281 11.825 9.478
O 11.664 13.001 9.350
H 9.161 8.094 5.917
H 8.602 8.955 4.456
H 7.544 8.765 5.946
H 6.936 10.512 5.333
H 5.630 12.806 5.516
H 6.864 14.705 6.682
H 9.058 14.334 7.616
H 11.067 12.989 8.335
H 11.278 10.518 6.423
H 13.044 9.195 7.441
H 14.311 8.525 9.448
H 14.198 9.770 11.418
H 13.283 12.225 11.330

***

Density functional theory data (the ωB97M-V functional and the def2-TZVPD basis) for 2 unconnected molecules or ions with the total composition C3H4FNO2.

## Properties
* SMILES string: N=C=CO.O=CF
* LUMO: 0.74 eV
* relative energy (zero: lowest compared OMol25 entry of this formula, charge and spin): 303.9 kJ/mol
* 2S+1: 1
* orbital gap: 9.33 eV

Geometry (Å):
N -0.837 -0.033 1.840
C 0.003 -0.080 1.000
C 0.999 0.161 0.190
O 1.082 1.054 -0.876
H -1.682 -0.579 1.931
H 1.878 -0.408 0.348
H 0.788 2.007 -0.667
O -1.928 -1.278 -0.006
C -1.203 -0.934 -0.874
F -1.275 0.347 -1.226
H -0.648 -1.574 -1.662

***

Density functional theory data (the ωB97M-V functional and the def2-TZVPD basis) for a molecular structure, C18H14IrO3PSSe3Te.

## Properties
* LUMO (spin up / spin down): -6.37 / -6.12 eV
* relative energy (zero: lowest compared OMol25 entry of this formula, charge and spin): 126.1 kJ/mol
* 2S+1: 2
* charge: +1
* orbital gap (spin up / spin down): 5.11 / 5.57 eV

Geometry (Å):
Ir -0.073 0.049 0.037
O 1.733 0.313 1.565
S 2.652 0.613 0.445
O 3.979 0.117 0.557
O 1.905 0.168 -0.796
C 2.710 2.370 0.267
C 3.950 2.986 0.305
C 4.034 4.359 0.124
C 2.886 5.101 -0.106
C 1.648 4.477 -0.145
C 1.541 3.103 0.042
P -0.124 2.364 0.095
C -0.868 3.077 1.575
C -0.747 2.387 2.783
C -1.236 2.952 3.952
C -1.839 4.200 3.919
C -1.947 4.894 2.720
C -1.460 4.338 1.549
C -0.998 3.010 -1.345
C -0.302 3.226 -2.532
C -0.989 3.606 -3.675
C -2.367 3.764 -3.638
C -3.063 3.538 -2.457
C -2.383 3.154 -1.314
H 4.833 2.385 0.471
H 4.999 4.846 0.157
H 2.950 6.170 -0.255
H 0.760 5.068 -0.326
H -0.239 1.431 2.818
H -1.136 2.418 4.887
H -2.222 4.638 4.831
H -2.415 5.869 2.697
H -1.556 4.881 0.617
H 0.773 3.099 -2.570
H -0.446 3.777 -4.595
H -2.900 4.066 -4.529
H -4.137 3.661 -2.427
H -2.931 2.978 -0.395
Se -2.246 0.067 0.849
Se -3.389 -1.822 0.058
Te -1.682 -3.622 -0.320
Se 0.335 -2.281 -0.552

***

Density functional theory data (the ωB97M-V functional and the def2-TZVPD basis) for a single C18H15PS3 molecule.

## Properties
* SMILES string: c1ccc(SP(Sc2ccccc2)Sc2ccccc2)cc1
* LUMO: -0.95 eV
* 2S+1: 1
* orbital gap: 6.27 eV

Geometry (Å):
C -1.824 0.811 4.674
C -1.232 -0.306 4.865
C -0.029 -0.743 4.199
C 0.382 0.066 3.163
S 1.802 -0.366 2.262
P 1.131 -0.223 0.205
S 1.226 1.555 -0.976
C 1.116 0.837 -2.544
C -0.068 0.832 -3.207
C -0.197 0.228 -4.390
C 0.899 -0.399 -5.032
C 2.116 -0.512 -4.329
C 2.194 0.119 -3.084
S 0.383 -2.010 -0.711
C -1.213 -2.238 -0.034
C -1.844 -1.189 0.706
C -3.097 -1.496 1.261
C -3.815 -2.696 0.937
C -3.189 -3.703 0.243
C -1.861 -3.475 -0.239
C -0.250 1.237 2.869
C -1.329 1.575 3.595
H -2.615 1.196 5.386
H -1.716 -0.946 5.642
H 0.540 -1.682 4.426
H -0.985 1.163 -2.738
H -1.071 0.185 -4.961
H 0.707 -0.888 -5.915
H 2.993 -1.079 -4.731
H 3.125 -0.016 -2.453
H -1.281 -0.273 0.892
H -3.518 -0.751 1.943
H -4.798 -3.013 1.251
H -3.679 -4.622 -0.050
H -1.350 -4.302 -0.795
H 0.141 1.954 2.147
H -1.845 2.582 3.366

***

Density functional theory data (the ωB97M-V functional and the def2-TZVPD basis) for a molecular structure, C22H48NO14P.

## Properties
* LUMO: 3.82 eV
* relative energy (zero: lowest compared OMol25 entry of this formula, charge and spin): 629.5 kJ/mol
* 2S+1: 1
* charge: -2
* orbital gap: 3.38 eV

Geometry (Å):
N -0.046 0.111 -0.038
H -0.489 0.057 -1.019
H 0.613 -0.557 -0.062
H -0.757 -0.247 0.484
H 0.263 1.009 0.357
P -1.637 2.175 1.688
O -2.567 3.163 2.296
O -2.328 1.480 0.343
O -0.853 1.123 2.399
O -0.553 2.915 0.944
O 3.246 0.505 0.573
C 3.471 1.295 1.437
O 4.567 1.883 1.714
C 5.769 1.383 1.091
C 7.005 1.977 1.793
C 2.287 1.759 2.316
H 5.926 1.644 0.036
H 5.868 0.374 1.385
H 6.964 2.982 1.372
H 7.962 1.468 1.500
H 7.002 1.962 2.960
H 1.526 0.832 2.771
H 1.689 2.412 1.909
H 2.836 2.086 3.111
O -4.178 -1.762 3.183
C -3.501 -0.799 2.903
O -4.139 0.406 2.975
C -3.603 1.586 2.581
C -4.765 2.640 2.501
C -2.034 -0.734 2.533
H -3.381 1.556 1.537
H -2.917 2.142 3.168
H -4.445 3.620 2.204
H -5.307 2.747 3.535
H -5.361 2.385 1.698
H -1.851 0.012 1.708
H -1.632 -1.880 2.599
H -1.444 -0.218 3.256
O -1.622 -1.712 -2.319
C -2.157 -2.291 -1.359
O -1.668 -3.440 -0.730
C -0.534 -3.936 -0.945
C -0.415 -5.371 -0.296
C -3.394 -1.905 -0.755
H 0.192 -3.135 -0.541
H -0.332 -3.955 -1.982
H 0.475 -5.880 -0.623
H -1.273 -5.963 -0.427
H -0.254 -5.319 0.750
H -4.071 -1.692 -1.540
H -3.333 -1.191 -0.095
H -4.039 -2.798 -0.286
O 1.997 -3.494 3.340
C 1.307 -2.811 2.502
O 1.764 -2.522 1.316
C 2.942 -3.111 0.876
C 3.189 -2.722 -0.575
C -0.177 -2.518 2.647
H 2.851 -4.196 0.925
H 3.810 -2.529 1.271
H 3.347 -1.685 -0.729
H 2.441 -3.104 -1.209
H 4.121 -2.921 -0.914
H -0.650 -2.281 1.590
H -0.059 -1.694 3.232
H -0.833 -3.098 3.153
C 1.696 1.883 -4.584
C 1.631 1.462 -3.060
O 1.288 0.218 -2.722
C 1.849 2.580 -2.009
H 2.603 2.587 -4.787
H 0.834 2.352 -4.779
H 1.874 1.070 -5.249
H 0.978 2.722 -1.512
H 2.348 3.530 -2.358
H 2.604 2.184 -1.261
C -2.657 1.340 -3.297
C -2.567 2.526 -4.033
O -1.693 3.466 -3.862
C -3.674 2.681 -5.190
H -1.973 0.690 -3.619
H -3.667 0.838 -3.235
H -2.403 1.596 -1.977
H -3.781 1.689 -5.697
H -3.439 3.455 -6.097
H -4.683 2.916 -4.695

***

Density functional theory data (the ωB97M-V functional and the def2-TZVPD basis) for 3 unconnected molecules or ions with the total composition C8H22N2.

## Properties
* SMILES string: CC(C)(C)CN.C=CC.N
* LUMO: 0.79 eV
* relative energy (zero: lowest compared OMol25 entry of this formula, charge and spin): 0.0 kJ/mol
* 2S+1: 1
* orbital gap: 10.00 eV

Geometry (Å):
C 3.433 -0.838 0.531
C 1.927 -0.643 0.337
C 1.438 -1.560 -0.785
C 1.648 0.815 -0.038
C 1.221 -1.004 1.658
N -0.209 -0.722 1.618
H 3.651 -1.857 0.845
H 3.817 -0.157 1.288
H 3.962 -0.646 -0.400
H 1.902 -1.284 -1.729
H 0.361 -1.479 -0.889
H 1.688 -2.596 -0.567
H 1.895 1.480 0.788
H 2.251 1.100 -0.897
H 0.601 0.949 -0.300
H 1.728 -0.473 2.481
H 1.339 -2.077 1.835
H -0.364 0.281 1.612
H -0.657 -1.094 2.449
C -2.206 1.890 -2.125
C -3.021 1.720 -1.102
C -2.682 2.029 0.316
H -2.491 1.646 -3.134
H -1.213 2.293 -1.998
H -4.009 1.310 -1.258
H -2.696 1.102 0.890
H -3.423 2.701 0.748
H -1.700 2.488 0.394
N -2.290 -1.241 -0.562
H -1.587 -1.154 0.169
H -2.365 -2.221 -0.792
H -1.951 -0.758 -1.384

***

Number 1: largest force on an atom 1.8 eV/Å. Number 2: largest force on an atom 2.1 eV/Å. Number 3: largest force on an atom 3.8 eV/Å. Number 4: largest force on an atom 2.5 eV/Å. Number 5: largest force on an atom 1.0 eV/Å. Number 6: largest force on an atom 7.7 eV/Å. Number 7: largest force on an atom 9.3 eV/Å. Number 8: largest force on an atom 0.3 eV/Å.